The following is a DFT calculation (ωB97M-V/def2-TZVPD) of a molecular structure, C37H40As2N2O2Pt.

Properties
E ... -6284.4734 Ha
Energy relative to the best compared isomer or geometry (same formula, charge and spin) ... 1.337 eV
Total charge ... +1
<S²> ... 0.797
Spin multiplicity ... 2
Frontier orbital gap (alpha / beta) ... 7.33 / 7.20 eV

Element x y z (Å)
Pt  -0.10303  -0.01255  0.71878
C  2.72379  -1.65287  2.07480
C  2.52853  -0.85834  3.36641
As  0.81687  -0.06253  3.99148
C  -0.51578  -1.48563  3.83660
C  -1.41065  -1.52861  4.90432
C  -2.45098  -2.45101  4.93276
C  -2.60064  -3.35197  3.89358
C  -1.70905  -3.32980  2.82701
C  -0.67851  -2.40504  2.79858
C  0.41395  1.01537  2.39833
C  -1.01904  1.43592  2.25147
C  -1.29083  2.43802  1.38824
C  -0.23315  3.37317  0.85543
C  1.04753  3.27752  1.64462
C  1.35871  2.16985  2.30607
As  2.05335  -0.90135  0.40528
C  3.24939  0.50505  -0.14422
C  4.19827  1.05893  0.70348
C  4.97466  2.12681  0.27135
C  4.80053  2.64091  -1.00530
C  3.85432  2.08313  -1.85726
C  3.08069  1.01563  -1.42903
C  2.39869  -2.28177  -0.88936
C  3.69018  -2.79674  -0.98521
C  3.97182  -3.77987  -1.91874
C  2.96891  -4.24297  -2.76262
C  1.68799  -3.72160  -2.67298
C  1.39513  -2.73896  -1.73439
H  2.22445  -2.62115  2.13627
H  3.78779  -1.85599  1.92893
H  3.20892  -0.00397  3.38635
H  2.84140  -1.49547  4.19596
H  -1.29313  -0.83465  5.72881
H  -3.13515  -2.46839  5.77118
H  -3.40443  -4.07672  3.91392
H  -1.81443  -4.04253  2.01818
H  -0.01507  -2.39521  1.94392
H  -1.82148  0.89343  2.74031
H  -2.32284  2.67680  1.15393
H  -0.63759  4.38865  0.91760
H  1.72390  4.12240  1.61930
H  2.31573  2.10589  2.81727
H  4.34591  0.66349  1.70184
H  5.71882  2.55204  0.93218
H  5.40954  3.46996  -1.34142
H  3.72400  2.47537  -2.85765
H  2.34670  0.57861  -2.09879
H  4.48255  -2.42513  -0.34472
H  4.97373  -4.18163  -1.99240
H  3.19201  -5.00884  -3.49380
H  0.91086  -4.07753  -3.33711
H  0.39545  -2.33459  -1.66037
O  -1.27436  -1.27634  -0.64811
C  -2.51118  -1.26650  -0.81720
C  -3.20364  -2.48674  -1.36053
C  -3.73370  -2.27902  -2.80333
C  -3.89337  -0.81791  -3.22839
C  -4.90612  -0.01860  -2.40996
C  -4.67022  -0.11369  -0.89608
N  -3.25707  -0.19889  -0.54257
H  -4.02108  -2.73893  -0.68252
H  -2.48959  -3.30591  -1.32299
H  -4.68581  -2.80227  -2.90860
H  -3.04035  -2.75773  -3.49531
H  -4.19019  -0.78899  -4.27776
H  -2.92041  -0.31960  -3.17857
H  -5.92022  -0.36746  -2.61848
H  -4.86223  1.02621  -2.72356
H  -5.18025  -0.98153  -0.47981
H  -5.07926  0.75697  -0.38686
H  -2.74184  0.66501  -0.41021
O  -1.69748  1.84303  -1.32402
N  -1.09205  2.95858  -1.44445
C  0.12695  3.12576  -0.64483
C  0.98572  4.23262  -1.17326
C  0.49038  5.17215  -1.98711
C  -0.87061  5.08318  -2.45642
C  -1.60484  3.96976  -2.19929
H  0.64275  2.16193  -0.69635
H  2.01555  4.24997  -0.84174
H  1.11020  5.99103  -2.32646
H  -1.29613  5.86647  -3.06551
H  -2.58886  3.77388  -2.59892

These are the Mulliken partial charges, in e, on atoms 1 to 2:
1 Pt 2.78
2 C -1.02

---

The following is a DFT calculation (ωB97M-V/def2-TZVPD) of C8H9NO2 in the gas phase in a non-equilibrium geometry.

Properties
SMILES ... Cc1cccc(C)c1[N+](=O)[O-]
E ... -515.3172 Ha
Energy relative to the best compared isomer or geometry (same formula, charge and spin) ... 4.399 eV
Spin multiplicity ... 1
Frontier orbital gap ... 9.52 eV

Element x y z (Å)
C  -0.95579  2.43570  -0.14666
C  -1.12148  0.91950  0.01782
C  -2.33052  0.23278  0.13943
C  -2.25380  -1.23546  0.01640
C  -1.01813  -1.82268  -0.12011
C  0.23177  -1.25968  0.05695
C  1.52726  -2.09486  0.21693
C  0.05200  0.10595  -0.15885
N  1.38212  0.70940  -0.05757
O  1.60623  1.62488  0.70496
O  2.21214  0.12004  -0.69488
H  -2.00470  2.81136  -0.40030
H  -0.43741  2.61499  -1.13056
H  -0.44343  2.88168  0.67761
H  -3.21801  0.78154  0.00833
H  -3.20080  -1.78954  0.09979
H  -1.20128  -3.00996  -0.14000
H  2.13331  -2.10424  -0.68766
H  1.99228  -1.75197  1.16782
H  1.37036  -3.04653  0.59593

These are the Mulliken partial charges, in e, on atoms 1 to 2:
1 C -1.22
2 C 0.40

---

The following is a DFT calculation (ωB97M-V/def2-TZVPD) of C4H9NO2 in the gas phase in a non-equilibrium geometry.

Properties
SMILES ... CNCC(=O)OC
E ... -362.9568 Ha
Energy relative to the best compared isomer or geometry (same formula, charge and spin) ... 3.504 eV
Spin multiplicity ... 1
Frontier orbital gap ... 9.23 eV

Element x y z (Å)
C  0.58761  0.12591  2.45205
N  0.96636  0.05632  1.06537
C  -0.07983  -0.09492  0.12250
C  0.06265  -1.24462  -0.82137
O  0.64449  -2.27881  -0.58168
O  -0.51860  -0.88194  -1.98470
C  -0.84839  0.71606  -2.27560
H  -0.13565  0.94000  2.58984
H  1.47557  0.37403  3.03674
H  0.14028  -0.79979  2.84740
H  1.70907  -0.59924  0.86773
H  -0.08992  0.71884  -0.58919
H  -1.08934  -0.11587  0.55871
H  -1.87915  0.56610  -2.53572
H  -0.12954  0.83644  -3.06824
H  -0.81560  1.68148  -1.68383

These are the Mulliken partial charges, in e, on atoms 1 to 2:
1 C -0.90
2 N -0.35

---

The following is a DFT calculation (ωB97M-V/def2-TZVPD) of a molecular structure, C27H27IrN4O4Te.

Properties
E ... -1937.1469 Ha
Energy relative to the best compared isomer or geometry (same formula, charge and spin) ... 0.000 eV
Total charge ... +1
<S²> ... 8.778
Spin multiplicity ... 6
Frontier orbital gap (alpha / beta) ... 7.85 / 5.72 eV

Element x y z (Å)
Ir  0.46488  0.17824  1.02861
C  1.41591  3.50395  -0.54094
C  0.24274  3.30187  0.34373
N  -0.08332  2.18941  0.98314
C  -1.24383  2.43449  1.68365
C  -1.62742  3.71985  1.46216
N  -0.67488  4.24306  0.62674
C  -2.76825  4.57848  1.88937
O  -3.64470  4.04438  2.70786
O  -2.80824  5.71626  1.49481
C  -1.81055  1.33955  2.51114
O  -2.84116  1.50431  3.14857
O  -1.12261  0.24669  2.46071
H  2.08929  2.65458  -0.44710
H  1.95418  4.41019  -0.26478
H  1.10730  3.59272  -1.58303
H  -0.71051  5.19885  0.29884
H  -3.42601  3.09874  2.93966
C  -4.43895  -2.19615  0.50242
C  -3.72121  -0.93316  0.98130
C  -3.41139  0.01809  -0.14667
C  -4.38282  0.91665  -0.58205
C  -4.13365  1.80705  -1.61127
C  -2.89339  1.81922  -2.23314
C  -1.88894  0.95272  -1.82726
C  -0.54888  0.95069  -2.51662
C  -0.42136  -0.15739  -3.56212
C  -2.17440  0.05082  -0.79612
N  -1.08876  -0.72556  -0.29045
C  -0.94768  -1.98267  -0.46401
C  0.18056  -2.61461  0.18448
C  0.65240  -3.92730  0.21294
C  1.77688  -3.91332  1.03983
C  1.94383  -2.57876  1.48380
N  0.96530  -1.80349  0.96629
H  -4.68971  -2.83853  1.34613
H  -3.82725  -2.77805  -0.19067
H  -5.36339  -1.94476  -0.01869
H  -2.81219  -1.18731  1.52710
H  -4.36142  -0.41272  1.69571
H  -5.34515  0.92107  -0.08452
H  -4.90257  2.50093  -1.92363
H  -2.69671  2.51536  -3.04012
H  0.25627  0.84245  -1.77753
H  -0.40116  1.92016  -2.99722
H  -0.52100  -1.14500  -3.10695
H  0.54505  -0.11272  -4.06614
H  -1.20192  -0.06556  -4.31734
H  -1.63917  -2.56658  -1.06734
H  0.21669  -4.77571  -0.28881
H  2.38861  -4.75205  1.33007
H  2.64489  -2.18440  2.20208
Te  3.22777  -2.29307  -1.11099
C  5.13782  -1.51683  -1.25403
C  5.97934  -1.48266  -0.13830
C  7.25285  -0.95662  -0.26118
C  7.68901  -0.46827  -1.48726
C  6.85425  -0.50251  -2.59811
C  5.57792  -1.02512  -2.48822
H  5.64476  -1.86675  0.81700
H  7.90834  -0.92980  0.59854
H  8.68687  -0.06080  -1.57817
H  7.20032  -0.12451  -3.55036
H  4.93100  -1.05491  -3.35610

These are the Mulliken partial charges, in e, on atoms 1 to 2:
1 Ir 0.49
2 C -1.50